{
  "formula": "C80H156F21N8O20",
  "method": "the ωB97M-V functional and the def2-TZVPD basis",
  "elements": ["C", "C", "O", "N", "H", "H", "C", "H", "H", "H", "H", "H", "H", "C", "C", "O", "N", "H", "H", "C", "H", "H", "H", "H", "H", "H", "C", "C", "O", "N", "H", "H", "C", "H", "H", "H", "H", "H", "H", "C", "C", "C", "N", "C", "C", "C", "C", "C", "H", "H", "H", "H", "H", "H", "H", "H", "H", "H", "H", "H", "H", "H", "H", "H", "H", "H", "C", "C", "C", "N", "C", "C", "C", "C", "C", "H", "H", "H", "H", "H", "H", "H", "H", "H", "H", "H", "H", "H", "H", "H", "H", "H", "H", "C", "C", "C", "C", "C", "C", "N", "O", "C", "C", "C", "H", "H", "H", "H", "H", "H", "H", "H", "H", "H", "H", "H", "H", "H", "H", "H", "H", "H", "C", "C", "C", "C", "C", "C", "N", "O", "C", "C", "C", "H", "H", "H", "H", "H", "H", "H", "H", "H", "H", "H", "H", "H", "H", "H", "H", "H", "H", "C", "C", "C", "C", "C", "C", "N", "O", "C", "C", "C", "H", "H", "H", "H", "H", "H", "H", "H", "H", "H", "H", "H", "H", "H", "H", "H", "H", "H", "C", "O", "O", "C", "F", "F", "F", "C", "C", "H", "H", "H", "H", "H", "H", "C", "O", "O", "C", "F", "F", "F", "C", "C", "H", "H", "H", "H", "H", "H", "C", "O", "O", "C", "F", "F", "F", "C", "C", "H", "H", "H", "H", "H", "H", "C", "O", "O", "C", "F", "F", "F", "C", "C", "H", "H", "H", "H", "H", "H", "C", "O", "O", "C", "F", "F", "F", "C", "C", "H", "H", "H", "H", "H", "H", "C", "O", "O", "C", "F", "F", "F", "C", "C", "H", "H", "H", "H", "H", "H", "C", "O", "O", "C", "F", "F", "F", "C", "C", "H", "H", "H", "H", "H", "H"],
  "xyz": [[-30.5445, -7.6183, -6.6605], [-29.8324, -8.6555, -5.7578], [-28.9820, -8.3035, -4.9347], [-30.2847, -9.8835, -5.8238], [-30.8187, -10.1975, -6.5965], [-37.3881, -12.7184, -7.9782], [-29.6922, -10.8600, -4.9340], [-31.4632, -7.2235, -6.1633], [-30.8937, -8.0541, -7.6210], [-29.9697, -6.6881, -6.8148], [-29.2064, -10.3386, -4.1525], [-28.9620, -11.4849, -5.3597], [-30.4451, -11.5335, -4.4973], [-25.6339, -21.7761, -7.5969], [-25.2076, -20.4197, -7.2175], [-24.2279, -19.8329, -7.6663], [-26.0335, -19.6852, -6.4362], [-22.6121, -19.1004, -7.1344], [-26.9134, -20.1084, -6.1569], [-25.5760, -18.5550, -5.6331], [-24.8876, -22.4586, -7.2305], [-25.6167, -21.8442, -8.6581], [-26.5588, -22.2598, -7.1670], [-25.1858, -17.7864, -6.3520], [-24.7951, -18.9368, -4.8877], [-26.4010, -18.2142, -5.0156], [-29.9836, -13.8282, -7.0777], [-28.8791, -14.5476, -7.8969], [-28.5377, -14.2025, -9.0269], [-28.4195, -15.5965, -7.1960], [-26.7682, -13.3548, -9.6209], [-28.8315, -15.8214, -6.2879], [-27.3741, -16.4419, -7.7830], [-30.0896, -12.7772, -7.4162], [-29.9715, -13.7558, -5.9595], [-30.8697, -14.4489, -7.2124], [-27.5688, -16.5506, -8.8152], [-27.2553, -17.4008, -7.3082], [-26.4725, -15.9775, -7.7163], [-22.7090, -10.8016, -14.7572], [-22.1071, -10.9199, -13.3499], [-21.1454, -12.0992, -13.3859], [-20.7620, -12.7437, -12.0223], [-21.9804, -12.8232, -11.1984], [-20.1578, -14.0747, -12.2667], [-19.4436, -14.4529, -11.0012], [-19.1926, -13.0948, -10.2952], [-19.6438, -12.0460, -11.3095], [-23.5616, -10.0625, -14.6841], [-23.1223, -11.7476, -15.1240], [-22.0343, -10.4559, -15.5609], [-22.9164, -11.1267, -12.6720], [-21.7533, -10.0338, -12.8626], [-20.1681, -11.9520, -13.9101], [-21.6238, -12.9413, -13.8241], [-22.8271, -12.3150, -11.6751], [-21.7681, -12.3110, -10.2261], [-22.3276, -13.8575, -11.0550], [-21.0046, -14.6530, -12.5478], [-19.5935, -13.8363, -13.1623], [-20.1284, -15.0535, -10.3537], [-18.5468, -14.9919, -11.2276], [-19.5902, -13.0471, -9.2886], [-18.1398, -12.9657, -10.0733], [-19.9735, -11.1044, -10.8321], [-18.9065, -11.8797, -12.0927], [-33.7166, -16.1508, -6.2824], [-34.3906, -16.8289, -5.1647], [-34.2487, -18.3362, -5.2572], [-35.4942, -19.1542, -5.6124], [-36.4314, -18.3890, -6.5750], [-36.3353, -19.4880, -4.2909], [-35.9128, -20.9187, -3.9491], [-35.8408, -21.5428, -5.3941], [-35.1392, -20.4521, -6.1901], [-32.7721, -16.6036, -6.6012], [-33.6198, -15.0469, -6.2090], [-34.3477, -16.3071, -7.1630], [-35.4030, -16.4359, -5.0811], [-33.9288, -16.5739, -4.2352], [-33.9113, -18.8200, -4.3652], [-33.5096, -18.5959, -6.0440], [-37.2729, -19.0376, -6.6861], [-35.8514, -18.3291, -7.4859], [-36.7144, -17.3949, -6.2631], [-37.4044, -19.4374, -4.4815], [-36.1168, -18.6239, -3.5959], [-36.6743, -21.2364, -3.2675], [-34.8984, -20.9047, -3.4706], [-36.8576, -21.6667, -5.6732], [-35.3496, -22.5082, -5.4043], [-35.4359, -20.4815, -7.2464], [-34.0806, -20.6116, -6.1106], [-18.8858, -20.7795, -13.5678], [-20.0938, -19.9174, -13.9018], [-21.2690, -20.6931, -14.4189], [-21.7443, -21.8164, -13.4967], [-21.7388, -21.3206, -12.0253], [-21.7956, -19.8019, -11.7373], [-20.5950, -19.3025, -12.5417], [-19.9419, -18.3557, -12.1028], [-21.4805, -19.5173, -10.1787], [-23.0760, -19.2965, -12.2659], [-19.5538, -18.7559, -14.7854], [-19.1980, -21.7058, -13.1082], [-18.0399, -20.2967, -13.0306], [-18.4441, -21.0152, -14.5232], [-20.9849, -21.0104, -15.4630], [-22.0431, -19.9610, -14.6243], [-21.1403, -22.7242, -13.5129], [-22.7257, -22.1416, -13.7942], [-20.8993, -21.8239, -11.5420], [-22.6961, -21.5986, -11.6399], [-20.4190, -19.9023, -10.0400], [-22.3145, -19.9633, -9.5790], [-21.4317, -18.4494, -10.0542], [-23.9153, -19.6450, -11.7450], [-23.2675, -19.6288, -13.3092], [-23.0654, -18.1939, -12.3543], [-19.0641, -19.1612, -15.6486], [-18.7362, -18.1348, -14.3383], [-20.2966, -18.1342, -15.2183], [-24.5609, -11.9949, -4.3478], [-24.5527, -12.3801, -2.8384], [-25.9536, -11.9867, -2.3498], [-27.0337, -12.9474, -2.7738], [-26.7729, -14.2671, -2.2613], [-25.5627, -14.8829, -3.0495], [-24.4208, -13.8457, -2.7821], [-23.4605, -14.2931, -2.4117], [-25.6661, -15.1344, -4.5486], [-25.1607, -16.2132, -2.4146], [-23.3039, -11.7618, -2.1500], [-23.6478, -12.1104, -4.8972], [-24.7842, -10.9025, -4.3458], [-25.3363, -12.4936, -4.8771], [-26.2435, -11.0538, -2.8824], [-25.9276, -11.9489, -1.2614], [-27.3193, -12.9258, -3.8345], [-27.9318, -12.5997, -2.2373], [-27.5905, -14.9382, -2.1829], [-26.3559, -14.1108, -1.2281], [-24.6694, -15.3902, -4.9320], [-26.1673, -14.4103, -5.2075], [-26.2921, -16.0196, -4.7134], [-26.1118, -16.7190, -2.5602], [-24.8695, -16.2020, -1.4030], [-24.3838, -16.8011, -2.9595], [-22.4393, -12.1850, -2.6856], [-23.0984, -12.1667, -1.1421], [-23.4201, -10.6572, -2.2255], [-29.1604, -16.1303, -13.4550], [-28.7715, -17.4339, -14.1832], [-29.9358, -18.4796, -14.0943], [-29.9393, -19.4117, -15.3078], [-30.2926, -18.6328, -16.5778], [-29.1739, -17.6701, -16.9397], [-28.5816, -17.0056, -15.6486], [-27.8238, -16.0971, -15.8793], [-29.5323, -16.5170, -17.9259], [-27.8485, -18.4527, -17.4192], [-27.3302, -17.9893, -13.8265], [-29.4858, -16.3230, -12.4697], [-30.0408, -15.6946, -13.9600], [-28.3301, -15.4038, -13.4818], [-30.9122, -18.0137, -14.1183], [-29.8545, -18.9435, -13.1338], [-30.7184, -20.2208, -15.1935], [-28.9816, -19.9785, -15.4513], [-31.2883, -18.1755, -16.4490], [-30.3394, -19.4153, -17.3190], [-29.9485, -16.8549, -18.8443], [-28.5509, -16.0711, -18.2310], [-30.1544, -15.7684, -17.4103], [-28.1730, -19.3282, -17.9619], [-27.0698, -18.7914, -16.6877], [-27.3659, -17.7358, -18.0755], [-26.4485, -17.5044, -14.2224], [-27.2034, -19.0648, -14.1613], [-27.1510, -17.9399, -12.7406], [-23.7145, -15.4636, -14.1675], [-24.1378, -16.1903, -12.9463], [-23.1929, -14.2945, -14.0639], [-22.5458, -16.5087, -14.6452], [-22.8147, -17.8822, -14.5976], [-22.1766, -16.2945, -15.8956], [-21.5189, -16.3661, -13.7451], [-25.1988, -15.5646, -12.1909], [-25.0944, -16.1477, -10.7784], [-25.2389, -17.2160, -10.6735], [-24.0718, -15.9129, -10.5618], [-25.7862, -15.6151, -10.0954], [-26.1846, -15.5569, -12.6620], [-24.8677, -14.4747, -12.1433], [-24.5916, -15.4754, -14.9062], [-28.9632, -17.0733, -3.6446], [-27.8186, -17.5741, -2.8464], [-28.4901, -16.2648, -4.5334], [-29.6373, -18.3319, -4.3345], [-29.1893, -18.4690, -5.6120], [-29.5670, -19.5621, -3.8201], [-31.0377, -18.1655, -4.4246], [-28.0548, -18.3069, -1.5930], [-26.7703, -18.9774, -1.0668], [-26.0162, -18.1752, -0.7831], [-26.8503, -19.5528, -0.1707], [-26.2261, -19.5152, -1.8634], [-28.8521, -19.0962, -1.6357], [-28.3894, -17.6502, -0.7848], [-29.7266, -16.7308, -2.9382], [-33.0514, -19.2943, -8.9950], [-33.4318, -20.0916, -10.1711], [-34.0883, -18.8874, -8.2751], [-32.1115, -20.2998, -8.1982], [-32.6631, -21.3883, -7.6934], [-31.1116, -20.6457, -9.0225], [-31.4752, -19.6613, -7.1308], [-34.7962, -19.9188, -10.5567], [-35.0337, -20.6724, -11.9403], [-34.6197, -20.3063, -12.9095], [-34.6776, -21.7092, -11.8546], [-36.1746, -20.7164, -12.0087], [-35.1250, -18.8443, -10.5844], [-35.4139, -20.5574, -9.8926], [-32.3767, -18.5878, -9.4173], [-21.2780, -18.0974, -6.2169], [-22.0450, -17.9128, -5.0243], [-21.5895, -19.1112, -7.0659], [-21.3432, -16.7232, -6.8940], [-20.5594, -15.8020, -6.1962], [-20.9233, -16.8112, -8.1464], [-22.5658, -16.1760, -7.0242], [-21.9472, -18.9992, -4.1372], [-22.2163, -18.5807, -2.6537], [-21.9076, -17.5534, -2.3501], [-23.3272, -18.6147, -2.5371], [-21.8188, -19.2525, -1.8899], [-20.9286, -19.4797, -4.1719], [-22.5852, -19.8109, -4.4580], [-20.2267, -18.2132, -5.9534], [-25.9008, -21.3047, -13.1436], [-27.3165, -21.0254, -12.9619], [-25.2752, -21.7748, -12.0821], [-25.7630, -22.1933, -14.3838], [-26.6207, -21.8602, -15.3348], [-24.4940, -22.1013, -14.8478], [-25.9644, -23.5558, -14.0405], [-27.9897, -22.0705, -12.3029], [-29.3377, -22.4145, -13.0086], [-29.1978, -22.6018, -14.0929], [-29.8653, -23.3201, -12.6025], [-30.0456, -21.5722, -13.0517], [-28.2246, -21.7982, -11.3065], [-27.3353, -22.9625, -12.3382], [-25.5846, -20.3779, -13.6161], [-26.2822, -11.5278, -9.5352], [-25.7262, -11.0532, -10.7165], [-26.0667, -12.8733, -9.2211], [-25.8038, -10.5670, -8.3876], [-26.2630, -11.0392, -7.1998], [-24.4155, -10.5000, -8.2194], [-26.1846, -9.3213, -8.7008], [-26.5766, -11.2341, -11.8278], [-27.2147, -9.8867, -12.1278], [-27.9339, -10.1245, -12.8826], [-27.7661, -9.4900, -11.2259], [-26.3925, -9.2109, -12.3220], [-27.3348, -11.9740, -11.4797], [-26.0008, -11.6400, -12.6519], [-27.3484, -11.2847, -9.6102], [-36.0116, -13.6183, -9.1464], [-35.3445, -12.4129, -9.0054], [-36.9236, -13.6624, -8.1559], [-36.4849, -13.7698, -10.6287], [-37.0323, -12.6876, -11.1837], [-35.3742, -14.2485, -11.3513], [-37.4046, -14.7645, -10.8079], [-34.0105, -12.4617, -8.7027], [-33.4186, -11.1908, -7.9378], [-33.5826, -11.2939, -6.8804], [-32.3479, -11.1183, -8.1353], [-33.7852, -10.1562, -8.1941], [-33.3472, -12.7047, -9.6130], [-33.8349, -13.3657, -8.0652], [-35.3080, -14.4352, -9.0096]],
  "forces_ev_per_angstrom": [[-0.6246, 0.2180, 0.0326], [0.5989, 3.6767, 0.3971], [-0.5236, -0.1341, -0.7708], [0.2559, -2.1882, 0.5303], [-0.5193, -0.0792, -0.5084], [1.8250, -3.1593, -1.0405], [-1.5471, -0.5706, 0.4774], [0.5373, -0.6701, -0.0459], [0.3870, 0.2941, 0.4551], [0.2051, -0.8467, -0.0725], [0.2773, 0.6240, 0.8192], [1.0116, -0.7168, -1.1082], [-0.0079, 0.3377, -0.1847], [-0.6444, -1.5767, 0.7564], [-1.2786, 2.3113, 0.2806], [1.4038, -0.7183, -0.1878], [-1.0343, -0.9059, 1.0470], [1.4334, -0.5978, -0.3992], [0.3423, 0.0657, 0.0147], [1.1391, -0.5749, -0.1581], [0.7815, -0.2632, -0.0077], [-0.1404, -0.1841, -0.9929], [0.5614, 1.3491, -0.4695], [-0.1377, -0.4595, 1.1787], [-0.6007, 0.8091, -1.1547], [-0.1995, 0.3327, -0.2603], [-0.2852, 0.7533, 0.1251], [-0.5193, -0.0681, 2.1748], [0.0696, 0.0382, 0.0160], [0.4952, -0.1623, -1.2268], [-1.3739, -1.1429, -0.2176], [0.4817, -0.1226, 0.2309], [-2.3335, -0.4639, 0.7162], [-0.2921, -0.7684, -0.2307], [1.0264, -0.4824, -0.8449], [-0.4150, 0.4300, -0.5107], [-0.3563, -0.4051, -1.1740], [-0.5604, -0.2838, 0.2559], [2.8132, 1.5698, 0.2787], [-0.9371, 1.4235, -0.2620], [0.0589, -1.0142, -0.5505], [1.3158, -0.1978, 0.9140], [-0.4412, 1.8422, -0.3343], [-0.9799, 0.0948, 1.6558], [-0.7952, 0.7033, -0.8326], [-1.1043, 0.1826, 0.9767], [1.3656, -0.2075, -0.1548], [-0.6503, 0.2281, 0.8133], [0.8737, -0.7215, -0.3434], [0.0513, -0.0087, 0.4925], [-0.0194, 0.0514, 0.6193], [-0.5791, -0.3628, -0.2560], [0.9088, 0.8743, -0.4884], [-0.8093, 0.3171, 0.3947], [-0.7923, -0.5705, -0.8620], [0.5543, -0.4571, 0.4027], [-0.4183, -0.6634, -0.7053], [0.4711, 0.3061, 0.0491], [-0.3306, -1.0048, -0.3708], [0.7946, -0.8211, 0.0236], [0.7267, 0.1511, -0.6140], [0.4494, -0.3897, 0.1185], [-0.8689, 0.1687, -0.1357], [0.4018, 0.0905, -0.3020], [0.1208, -0.3861, -0.5609], [0.2166, 0.2131, 0.2618], [0.1520, 1.0630, -2.4232], [-0.2039, -0.3475, 1.2643], [-0.0920, -1.1165, -1.3506], [-2.3409, 2.0607, 1.0580], [1.4610, -0.8478, 0.0676], [1.6428, 1.4065, -0.3810], [1.3034, 1.3511, -0.6816], [0.0025, 0.7895, 2.1894], [-0.4180, -1.7014, -0.7815], [0.0628, 0.1497, 0.4793], [0.0725, -0.6356, 0.4199], [0.0825, 0.0282, -0.2232], [-0.1998, -0.3562, 0.1133], [0.4006, 0.3520, 0.7716], [0.2989, 0.0272, 0.8159], [-0.6002, 0.2626, 0.2885], [-0.6674, -0.1955, -0.2245], [0.0520, 0.0446, -0.4527], [-0.0129, -0.0500, 0.5919], [0.0373, -0.0472, -0.5337], [-0.0216, -1.2479, -0.4343], [-0.1723, -1.0151, 0.3468], [-0.9227, -0.2012, -0.2442], [-0.9547, -0.2692, -0.6986], [0.1926, -0.0010, -0.1679], [0.5006, 0.1894, 0.3445], [0.3990, 0.2218, -0.1435], [0.5872, -0.1423, 0.2619], [0.8979, 1.2983, 0.8294], [0.3683, -0.3335, -2.0602], [0.2776, 0.7691, 0.2618], [-0.0273, -0.3320, -0.3241], [2.0208, -1.9512, 1.1814], [1.7521, 3.7889, 0.9140], [-1.8847, -2.9472, -1.1552], [0.3531, -0.6960, -2.2860], [0.1144, 2.2882, -2.6284], [0.6479, 0.0287, 0.5400], [0.2267, -0.1896, 0.3281], [-0.9645, -0.0442, 0.0425], [0.0004, -0.3558, -0.4325], [-0.1709, -0.1558, 1.0072], [-0.2058, -0.1642, 0.0792], [0.2787, 0.1995, -0.3309], [-0.3239, 0.1419, 0.0425], [-0.2316, 0.2840, 0.5382], [-0.5224, -0.8615, 0.7693], [-1.5701, 0.1103, 0.4866], [1.0817, 0.2050, -0.4186], [-0.2227, 0.3731, 0.3088], [-1.0062, -0.7018, 1.3384], [0.1634, 0.0219, 0.9367], [-0.2378, -0.4936, 0.4741], [0.1941, -0.8404, -0.4315], [-1.0179, -0.5752, 0.1650], [-0.9204, 0.6848, 0.1225], [0.0210, 1.4273, 0.5807], [0.3390, 1.0229, -1.1210], [0.0456, 0.5024, -0.7557], [-2.2272, 1.6810, 0.1137], [2.9557, -1.3186, 0.7167], [-0.4094, -0.3961, 0.4299], [-5.1196, 0.8635, -1.4073], [5.8059, -2.2826, 1.9180], [-0.2946, -0.2018, -0.8167], [0.1130, -0.1622, -1.9951], [-0.4431, -0.7185, -0.4018], [0.7144, -0.3904, 0.0368], [0.1387, -0.7689, -0.1448], [-0.6461, -0.3050, -0.3843], [0.6350, -0.0590, 1.1247], [-0.2396, 0.5003, 0.0176], [0.3801, 0.0199, 0.1639], [0.0380, 0.1820, -0.3536], [-0.6454, -0.7518, -0.3883], [-0.5283, -0.4590, -0.4552], [-0.0999, 0.2501, -0.0296], [0.3577, 0.2138, 0.5368], [0.0046, 0.1053, 0.4538], [0.0922, -0.4962, 0.3114], [0.1362, 0.3779, 1.3916], [-0.5583, 0.7775, 0.1122], [-0.1200, 0.8993, -0.1901], [-0.7085, 0.6729, -0.1010], [0.4606, -0.8866, 0.2745], [0.4190, 0.5637, -1.7358], [0.3647, -0.1971, -0.0903], [1.0548, 0.3185, -1.1987], [-0.1538, -1.4619, 0.3880], [0.2395, -0.3449, 0.9677], [0.9738, -0.3611, 0.3087], [0.6922, 1.7108, -1.3776], [-1.3342, -1.4222, 0.7994], [2.0624, 0.3240, 1.3451], [-0.2962, 0.4902, 0.2443], [-0.3578, -1.6311, 0.3127], [-0.0066, -0.4479, 1.2214], [0.3565, -0.0470, 0.0874], [-0.4327, -0.3299, 0.1915], [-0.1409, 0.6701, 0.1968], [0.2558, -0.6366, 0.4712], [0.7651, 0.8747, 0.1306], [-0.6261, 0.5560, 0.3009], [0.4670, 0.1079, -0.2799], [-0.2310, 0.2119, -0.7903], [-0.7589, -0.6278, -0.4242], [-1.0119, 0.0776, 0.3741], [0.0886, -0.2814, -0.4577], [-0.0277, -0.1637, -0.2793], [-1.1298, 0.4340, -0.1368], [0.2862, -0.2164, -0.2137], [-0.2527, 0.9093, -0.5258], [-0.5828, 1.0880, 0.6727], [-0.5420, -0.2882, -0.2705], [0.1717, -1.2127, -0.9154], [-1.0335, 0.3378, -0.2603], [0.1536, 0.5525, 0.7886], [-1.8746, -0.3625, 1.3825], [-0.0318, 1.3318, -0.3900], [0.8195, 0.3416, -0.0805], [0.1104, -0.1327, -1.1283], [2.0270, 1.3325, 0.0418], [-0.8724, 0.9920, -0.4666], [-0.1523, -0.2392, -0.2987], [0.5710, -0.0530, 0.8446], [0.4802, -0.2831, -0.2546], [0.0001, -0.5267, -0.2129], [-0.7422, -0.9613, 0.1703], [0.6187, -0.5669, 0.5159], [0.4916, -1.1371, -0.1259], [-0.2584, -1.4586, 1.5850], [-0.4385, 0.6085, 0.1099], [-1.6710, -0.3556, -1.6238], [-0.1906, 0.1734, 0.6210], [0.7948, -0.1533, 0.7562], [1.2930, 0.6269, -0.0350], [-0.4129, -0.6565, 0.1444], [1.8244, 2.1458, -1.3466], [-0.9083, -0.6990, -0.2601], [-0.6271, -0.6323, 0.3489], [-0.5398, -0.2120, 0.3289], [0.6223, 0.7338, -0.5966], [-0.1268, 0.4922, -0.2466], [-0.2142, 0.3928, 0.3887], [-1.8329, -1.8902, 1.3909], [-0.5139, 0.2760, -0.3970], [0.9472, 0.3163, -0.1989], [0.8529, 2.1090, -0.5185], [-0.3670, -0.5078, 0.0177], [0.3436, -0.6352, 0.0250], [-0.8059, -0.3645, -0.6342], [0.3566, -1.2111, -1.2954], [-1.1202, 0.2735, 0.5659], [-0.1936, 0.3331, 0.9779], [-0.1088, 0.2722, 0.1860], [1.4357, 0.0017, -0.2958], [0.2761, -1.0788, 0.1392], [-0.0594, 0.9281, 0.0758], [0.8630, 1.3459, -0.1467], [0.5036, 1.1848, 1.0397], [0.2590, -0.1892, -0.9385], [-2.6863, 0.0142, 0.4460], [-0.2546, 1.2442, 0.3184], [-0.8206, -1.0691, -0.9784], [1.1205, 0.0928, -0.4396], [-0.0910, -0.1753, 0.7755], [1.8948, -0.7775, 1.5466], [-1.5974, 0.4467, -0.4981], [0.0425, -0.6641, -0.7264], [0.7313, 0.1339, 0.2060], [0.1612, -0.2262, -0.4727], [-0.5132, 0.7248, -0.1854], [-0.5971, -0.1260, 0.0955], [0.2215, -0.1342, 0.1720], [0.2166, -0.8860, 1.2394], [-0.3401, 0.3348, -0.2552], [0.0467, 0.8318, -1.0117], [-0.0051, -2.3033, 2.2447], [0.0081, -0.2305, -1.0273], [-0.5138, -0.1557, -0.6403], [0.2485, 1.8003, -1.2471], [-0.7528, -1.5549, -1.4747], [-0.0480, -0.1278, -0.8748], [0.3787, -0.2374, 0.4727], [0.6090, 0.9472, -0.0752], [0.1251, -0.0943, 0.6469], [0.0644, 0.2251, 1.2149], [-0.5304, 0.3981, 0.4965], [0.5896, 1.3419, 0.1533], [-0.1044, 0.8262, 0.7207], [1.5411, -0.5262, 0.6969], [1.4985, 1.9900, 0.1726], [1.9259, -1.2925, -0.4845], [-0.1870, 1.1283, -0.7228], [-1.6090, -0.2276, -0.3984], [-0.2849, -0.5882, 0.9682], [-1.0397, -0.0718, 1.1256], [-0.1819, -0.8092, 1.5669], [-0.3471, 0.8143, -0.9836], [0.5512, -0.5251, -0.8493], [-0.2593, 0.4134, -0.6758], [0.2006, 0.2437, -0.9116], [0.0270, -0.0457, -0.1895], [-0.2958, -0.3807, 0.3886], [0.9551, 0.6180, -0.4245], [-0.7391, 1.4663, -1.0590], [-3.3052, 2.0228, 1.3796], [-0.2027, -1.8337, -0.8156], [0.8922, -0.1632, 0.1734], [-1.2866, 1.5228, 0.7550], [0.5615, 0.6765, 0.7169], [3.4524, -0.4829, 0.1850], [-0.8060, 0.1265, -1.0884], [-0.0232, -0.1257, 0.5236], [0.0493, -0.4019, 0.0491], [-0.1930, -1.3100, -0.2508], [-1.0540, 0.7047, 0.8806], [0.0299, 0.7255, -0.0263], [-0.0798, -0.4598, 0.0669]],
  "total_charge": 1,
  "homo_ev": -8.117,
  "spin_multiplicity": 1
}